1.
ORCA calculation (the ωB97M-V functional and the def2-TZVPD basis) on a structure of composition C38H30F6N6OP2SbSe2W in a non-equilibrium geometry.

```
87
C38H30F6N6OP2SbSe2W (the ωB97M-V functional and the def2-TZVPD basis)
W 0.780 -0.543 2.950
O 2.777 3.143 4.089
C 2.412 2.180 3.447
N 1.169 1.604 3.441
C 0.304 2.262 4.417
C 0.248 1.397 5.621
C -0.021 1.819 6.913
C 0.046 0.888 7.931
C 0.381 -0.428 7.627
C 0.609 -0.764 6.312
N 0.538 0.143 5.335
C 3.295 1.597 2.409
C 4.351 2.351 1.833
C 4.964 1.849 0.673
C 4.473 0.720 0.102
C 3.341 -0.020 0.741
N 2.906 0.445 2.023
H -0.687 2.445 4.013
H 0.730 3.230 4.664
H -0.253 2.859 7.105
H -0.145 1.182 8.955
H 0.465 -1.182 8.396
H 0.859 -1.773 6.025
H 4.629 3.288 2.293
H 5.803 2.371 0.233
H 4.885 0.305 -0.808
H 3.541 -1.087 0.768
Se -0.872 2.164 -3.610
P 0.144 0.241 -3.349
C 1.640 0.128 -4.308
C 2.530 -0.931 -4.095
C 3.662 -1.032 -4.882
C 3.913 -0.085 -5.871
C 3.031 0.964 -6.082
C 1.890 1.075 -5.300
C -0.991 -1.063 -3.785
C -0.548 -2.186 -4.488
C -1.458 -3.178 -4.817
C -2.797 -3.044 -4.470
C -3.241 -1.913 -3.797
C -2.340 -0.920 -3.455
C 0.640 0.195 -1.596
C -0.017 0.371 -0.352
N 0.925 0.325 0.579
N 2.060 0.147 -0.055
N 1.957 0.081 -1.346
P -1.711 0.437 0.309
Se -1.527 0.917 2.419
C -2.514 1.847 -0.454
C -3.626 1.719 -1.284
C -4.205 2.854 -1.839
C -3.683 4.109 -1.557
C -2.579 4.241 -0.719
C -1.996 3.115 -0.163
C -2.538 -1.088 -0.108
C -1.844 -2.177 -0.629
C -2.509 -3.374 -0.837
C -3.859 -3.481 -0.530
C -4.549 -2.400 0.005
C -3.889 -1.203 0.232
H 2.346 -1.668 -3.323
H 4.350 -1.853 -4.727
H 4.803 -0.169 -6.481
H 3.225 1.694 -6.856
H 1.201 1.893 -5.473
H 0.484 -2.284 -4.793
H -1.122 -4.051 -5.361
H -3.502 -3.820 -4.740
H -4.288 -1.804 -3.544
H -2.687 -0.028 -2.950
H -4.043 0.744 -1.499
H -5.070 2.758 -2.481
H -4.149 4.992 -1.977
H -2.181 5.222 -0.494
H -1.147 3.215 0.504
H -0.782 -2.117 -0.833
H -1.965 -4.228 -1.218
H -4.373 -4.421 -0.686
H -5.595 -2.495 0.266
H -4.413 -0.376 0.698
F 2.140 -1.182 4.055
Sb 0.978 -4.082 3.093
F 1.794 -1.658 1.787
F -0.418 -1.469 1.706
F 0.567 -4.339 1.271
F -0.482 -1.477 3.988
F 2.831 -4.133 2.792
```

Properties
Highest occupied orbital energy (alpha / beta) in eV: -11.29 / -13.64
HOMO-LUMO gap (alpha / beta) in eV: 5.10 / 5.09
Charge: +2
LUMO energy (alpha / beta) in eV: -6.198 / -8.550
Multiplicity: 4
Relative energy (zero: lowest compared OMol25 entry of this formula, charge and spin) in kcal/mol: 39.6
Energy in hartree: -8261.50712
<S²>: 3.79

=====

2.
ORCA calculation (the ωB97M-V functional and the def2-TZVPD basis) on an isolated molecule of C5H8O2 in a non-equilibrium geometry.

```
15
C5H8O2 (the ωB97M-V functional and the def2-TZVPD basis)
C -2.405 0.279 -0.634
C -1.285 0.141 -0.211
C 0.111 0.057 0.210
C 0.351 -0.082 1.699
O 0.775 1.465 0.013
C 0.939 -0.857 -0.698
O 0.865 -0.457 -2.038
H -3.402 0.413 -0.990
H 1.113 -0.820 1.988
H -0.540 -0.167 2.333
H 0.772 0.977 1.572
H 0.140 2.204 -0.003
H 0.652 -1.918 -0.573
H 1.981 -0.757 -0.380
H -0.069 -0.478 -2.288
```

Properties
Highest occupied orbital energy in eV: -10.17
HOMO-LUMO gap in eV: 10.99
LUMO energy in eV: 0.820
Relative energy (zero: lowest compared OMol25 entry of this formula, charge and spin) in kcal/mol: 86.2
Energy in hartree: -345.66765

=====

3.
ORCA calculation (the ωB97M-V functional and the def2-TZVPD basis) on a structure of composition C41H44N11O6STa in a non-equilibrium geometry.

```
104
C41H44N11O6STa (the ωB97M-V functional and the def2-TZVPD basis)
Ta -0.103 0.062 -0.921
N -1.072 -3.479 2.176
C -0.961 -2.273 1.626
N -0.683 -2.052 0.379
C -0.646 -3.159 -0.480
N -0.809 -2.992 -1.755
N -1.142 -1.650 -2.027
C -2.016 -1.447 -2.923
C -2.328 -0.048 -3.157
C -3.329 0.356 -4.012
C -3.597 1.715 -4.129
C -2.860 2.600 -3.370
C -1.859 2.114 -2.539
N -1.577 0.816 -2.439
C -0.484 -4.489 0.095
C -0.167 -5.615 -0.667
C -0.146 -6.859 -0.073
C -0.451 -6.992 1.285
C -0.758 -5.888 2.054
C -0.766 -4.638 1.448
H -1.385 -3.561 3.134
H -1.123 -1.434 2.293
H -2.532 -2.252 -3.438
H -3.897 -0.381 -4.561
H -4.372 2.066 -4.796
H -3.042 3.664 -3.405
H -1.270 2.782 -1.931
H 0.041 -5.492 -1.722
H 0.090 -7.735 -0.658
H -0.455 -7.972 1.740
H -0.993 -5.991 3.105
N 5.257 0.850 2.062
C 3.919 1.123 1.363
C 3.604 -0.039 0.440
C 3.142 -1.334 1.143
N 1.998 -1.870 0.392
C 2.719 -1.101 2.597
C 1.962 0.212 2.781
N 0.742 0.193 1.954
C 2.844 1.414 2.411
H 5.993 0.655 1.377
H 5.191 0.042 2.689
H 5.551 1.656 2.622
H 4.105 2.016 0.766
H 4.454 -0.237 -0.220
H 2.801 0.309 -0.210
H 3.969 -2.057 1.136
H 1.706 -2.758 0.793
H 2.288 -2.066 -0.563
H 3.583 -1.115 3.270
H 2.100 -1.943 2.921
H 1.698 0.317 3.839
H 0.182 1.024 2.123
H 0.195 -0.593 2.244
H 3.304 1.822 3.315
H 2.212 2.204 2.006
S 1.004 2.256 -0.410
C -0.007 3.719 -0.271
C -0.578 4.069 0.950
C -1.303 5.244 1.080
C -1.466 6.084 -0.012
C -0.878 5.755 -1.225
C -0.141 4.586 -1.353
H -0.443 3.427 1.811
H -1.732 5.507 2.037
H -2.028 7.002 0.089
H -0.981 6.418 -2.073
H 0.361 4.358 -2.284
O -3.370 -0.281 -0.360
C -2.824 0.417 0.472
O -1.569 0.804 0.423
C -3.555 0.864 1.701
C -2.923 1.649 2.657
C -3.602 1.971 3.812
C -4.900 1.569 4.059
C -5.499 0.801 3.077
C -4.862 0.431 1.908
N -6.884 0.321 3.309
O -7.341 -0.439 2.491
O -7.442 0.722 4.297
N -2.887 2.747 4.847
O -3.525 3.126 5.791
O -1.703 2.939 4.666
H -1.920 2.014 2.496
H -5.422 1.831 4.968
H -5.369 -0.180 1.176
C 2.438 -2.925 -2.613
C 2.963 -1.616 -3.148
C 4.112 -1.658 -3.930
C 4.611 -0.518 -4.535
C 3.913 0.673 -4.415
C 2.753 0.757 -3.657
C 1.980 2.048 -3.679
C 2.324 -0.385 -2.953
N 1.239 -0.285 -2.069
H 2.452 -3.673 -3.406
H 1.408 -2.850 -2.261
H 3.067 -3.324 -1.811
H 4.602 -2.611 -4.084
H 5.504 -0.568 -5.141
H 4.255 1.554 -4.941
H 2.154 2.557 -4.626
H 2.278 2.715 -2.873
H 0.910 1.873 -3.571
```

Properties
Highest occupied orbital energy in eV: -12.50
HOMO-LUMO gap in eV: 6.81
Charge: +2
LUMO energy in eV: -5.691
Relative energy (zero: lowest compared OMol25 entry of this formula, charge and spin) in kcal/mol: 59.9
Energy in hartree: -3097.20593

=====

Look up the relative energy (zero: lowest compared OMol25 entry of this formula, charge and spin) of the third one.
59.9 kcal/mol

=====

What is the relative energy (zero: lowest compared OMol25 entry of this formula, charge and spin) in the first record?
39.6 kcal/mol